{"formula": "C17H23N3O3", "method": "ωB97M-V/def2-TZVPD", "species": ["H", "C", "H", "H", "H", "C", "H", "C", "C", "H", "H", "C", "C", "C", "H", "N", "H", "H", "H", "H", "C", "O", "C", "H", "H", "H", "C", "H", "C", "H", "N", "H", "C", "H", "O", "N", "C", "H", "H", "O", "C", "C", "H", "H", "C", "C"], "xyz": [[-0.51944, -2.82317, -1.36800], [2.37935, -2.37190, -0.89988], [-2.11011, -0.76816, 0.52337], [-0.29441, 0.18780, -1.81167], [-2.77241, -2.16461, -2.86145], [2.36993, 3.78212, 2.83766], [2.36824, 5.87237, 2.06832], [-2.41852, -0.08165, -0.27873], [-0.34112, 2.62863, 0.71397], [1.71358, -1.14093, -2.49656], [-0.78135, -0.95935, -3.06458], [-1.92556, 2.41146, -0.72195], [1.52579, 2.72842, 2.43263], [-1.72163, 1.22048, -0.07995], [0.39014, -0.53609, 0.39036], [1.77377, -2.10425, 0.27228], [1.50872, 1.72100, 2.79058], [1.38824, -2.85402, -2.76147], [0.91027, -3.19052, 2.67381], [-3.49884, 0.07820, -0.19090], [1.95890, -3.31521, 2.41378], [-1.04529, 3.30966, -0.21224], [2.44857, -2.16053, 1.54354], [-2.36816, 3.47811, -2.49556], [3.14304, 3.74164, 3.57684], [-4.04289, -1.50013, -1.82614], [0.03739, -1.88372, -1.31160], [-3.72191, 3.34608, -1.37300], [1.38856, -2.06470, -2.01189], [3.51137, -2.28998, 1.32254], [-2.18033, -0.61806, -1.61147], [2.08007, -4.25682, 1.88421], [0.70230, 3.25587, 1.46661], [2.53816, -3.35500, 3.33218], [0.99719, 4.55802, 1.26491], [-0.70848, 1.38164, 0.82398], [-2.86684, 2.81499, -1.79217], [-2.83483, -2.59835, -1.13709], [-3.21522, 1.92573, -2.30894], [3.51845, -2.76473, -1.03271], [-2.99163, -1.78806, -1.86403], [-0.78876, -0.77119, -1.98561], [-0.23157, -2.13205, 0.85469], [2.30281, -1.20706, 2.06427], [0.42219, -1.60707, 0.15193], [2.00226, 4.86507, 2.09514]], "nbo_charge": [0.205, 0.686, 0.186, 0.204, 0.203, -0.313, 0.206, -0.241, 0.445, 0.224, 0.199, 0.274, -0.258, 0.048, 0.219, -0.430, 0.238, 0.234, 0.199, 0.210, -0.612, -0.388, -0.215, 0.233, 0.233, 0.199, -0.252, 0.226, -0.492, 0.234, -0.442, 0.214, 0.197, 0.213, -0.375, -0.465, -0.665, 0.165, 0.246, -0.633, -0.410, -0.206, 0.190, 0.186, -0.221, 0.104], "orbital_gap_ev": 8.683, "multiplicity": 1, "relative_energy_kcal_mol": 63.7, "smiles": "CCN1C[C@@H](CN(C)Cc2nc(-c3ccco3)oc2C)CC1=O"}

---

{"formula": "C33H48BrF3N9O9P2", "method": "ωB97M-V/def2-TZVPD", "species": ["C", "C", "H", "O", "H", "C", "H", "H", "H", "N", "H", "H", "H", "C", "C", "H", "H", "C", "H", "C", "C", "C", "P", "C", "C", "C", "O", "C", "C", "C", "H", "H", "N", "H", "C", "H", "H", "C", "O", "C", "C", "C", "H", "P", "H", "H", "N", "C", "N", "O", "C", "H", "N", "H", "N", "Br", "O", "C", "C", "C", "H", "H", "H", "H", "H", "H", "C", "C", "C", "H", "N", "C", "H", "F", "H", "H", "H", "H", "H", "H", "H", "H", "H", "C", "N", "C", "O", "F", "H", "H", "O", "H", "C", "N", "O", "H", "H", "C", "H", "H", "F", "H", "O", "H", "H"], "xyz": [[-1.31012, 1.21061, -0.79849], [-2.07749, 0.39122, 0.35846], [0.08444, 2.86088, -1.20304], [3.30782, -0.94127, -5.19344], [5.39174, 2.29447, 4.38615], [2.24844, 0.85617, -4.08823], [-3.01695, -0.11905, 0.06569], [1.10346, -2.41672, -1.26310], [1.90088, 1.21948, -1.97420], [1.62641, -4.56776, 2.68635], [0.78672, 2.04789, -3.07355], [6.47541, 3.32121, 3.42692], [-0.20943, -3.57098, 2.09461], [2.98050, -0.48924, -4.11196], [-0.29443, 2.28724, -0.32925], [0.62522, 1.85111, 0.10529], [-5.73717, -3.22810, -5.13079], [1.98317, 4.74309, 3.67752], [1.71836, 1.06628, -5.03418], [1.39467, -4.70166, 3.80456], [0.22713, 3.84766, 1.71306], [6.04969, 3.16173, 4.41631], [-1.32788, -2.67839, -1.05866], [1.31481, 4.66096, 1.33369], [2.20022, 5.12261, 2.33894], [-4.01007, -5.91302, -0.87680], [3.32149, -1.16714, -2.99561], [-2.47954, 1.89560, -1.56657], [-4.90256, 3.24121, -4.08755], [-1.50740, 4.64215, 7.53726], [-4.79933, -5.31978, -1.32288], [1.06077, -2.40214, 0.55288], [-4.89687, -7.07152, 1.30054], [8.09013, -0.70494, -5.46024], [6.75511, -1.97349, -4.44074], [4.10158, -0.79187, -0.20550], [-6.72621, -4.11034, -3.94998], [0.88012, 3.93960, 4.04808], [-1.93902, 3.75149, 0.77623], [-0.70527, -0.09831, -1.47779], [-4.76864, -3.66932, -3.31525], [3.24232, -1.23629, 0.33762], [0.53879, -4.01278, 5.59851], [-1.82353, -2.10180, 1.98009], [-1.15147, 5.14094, 8.43717], [3.02813, 1.63980, -3.97210], [6.37406, -2.46335, -3.47238], [7.24156, -1.35102, -5.67958], [4.69457, 5.27876, 5.15331], [-0.47197, -2.79656, 2.62980], [-0.81206, 3.33439, 0.68801], [-4.16519, 2.46134, -3.91440], [-4.01666, -3.40504, -2.47685], [0.70206, 3.66096, 5.09590], [2.02862, -0.79934, -0.35683], [0.20428, 0.09245, 2.15406], [-2.39768, 1.03625, 1.56597], [0.96729, -1.77560, -0.36049], [-5.75566, 2.87479, -5.22833], [-0.60089, 3.53938, 7.18693], [-3.26132, -1.91459, -1.63521], [2.69020, 5.11018, 4.43630], [3.26938, -1.01188, 1.42047], [3.34131, -2.32840, 0.16047], [-3.68333, -6.66786, -1.59175], [6.85492, 2.97376, 5.12460], [5.28921, 4.34961, 4.82956], [-4.50801, -6.56483, 0.34462], [0.16532, -0.00349, -2.76714], [2.02741, -4.95798, 5.79488], [-6.42276, 2.58829, -6.11974], [-0.01636, 3.46596, 3.06398], [-1.87406, -3.15450, -3.06951], [-3.60268, 2.04639, -0.82320], [-2.28492, -1.89328, 4.04342], [-5.51137, 3.36050, -3.19223], [0.64367, -0.98557, -2.97572], [1.74176, 0.14265, -0.13196], [-0.89837, 2.85527, 3.30791], [-1.64250, -0.52514, -1.91237], [7.55258, -2.12190, -6.38260], [-2.50884, 4.25450, 7.71675], [-5.44225, -4.95425, -4.83910], [1.27482, 1.06766, -2.86677], [-0.43103, -1.20323, -0.44715], [1.09874, -4.87229, 5.23307], [-0.82225, -3.89349, -0.41685], [-2.87920, 1.22606, -2.69617], [-3.32933, 0.93475, 1.80238], [6.44680, -0.75768, -6.12948], [-2.53915, -1.36342, 3.26619], [-0.53475, 0.14921, -3.61557], [-5.72776, -4.01153, -4.37420], [0.10962, 2.67675, 6.91355], [-2.92330, -2.53146, -0.96966], [-4.38778, 4.17834, -4.29408], [-3.16919, -5.26518, -0.63440], [-1.05360, -0.73138, 0.82858], [3.03615, 5.76756, 2.04194], [-1.54458, 5.36274, 6.72112], [-2.19162, 3.15023, -1.99425], [0.50714, -5.77414, 5.38257], [-1.03211, -2.88499, -2.64901], [1.41565, 4.93916, 0.27206], [4.01128, -1.82198, -3.20744]], "mulliken_charge": [3.411, -2.018, 0.795, -0.604, 0.226, -0.879, 1.024, 0.403, 0.408, -0.497, 0.482, 0.265, 0.305, 0.373, -1.643, 0.074, 0.373, -0.719, 0.344, 0.583, 0.118, -0.767, 1.017, -0.124, -0.812, -0.014, -0.211, 0.297, -0.260, -0.809, 0.048, 0.581, -0.382, 0.287, 0.424, 0.380, 0.317, -0.633, -0.544, -1.436, 0.607, -1.153, 0.264, 0.097, 0.295, 0.444, -0.464, -0.764, -0.489, -0.492, 0.404, -0.134, -0.622, 0.488, 0.554, 0.011, -0.330, -1.339, 0.163, 0.405, 0.439, 0.799, 0.278, 0.459, 0.355, 0.305, 0.439, 0.123, -1.852, 0.329, -0.358, -0.583, 0.317, -0.297, 0.332, 0.287, 0.478, -0.108, 0.525, 0.825, 0.282, 0.288, 0.310, -0.536, 0.639, -0.913, -0.761, -0.390, 0.483, 0.258, -0.429, 0.662, -1.158, -0.455, -0.461, 0.317, -0.193, 0.909, 0.423, 0.295, -0.325, 0.311, -0.454, 0.432, 0.244], "orbital_gap_ev": 8.376, "multiplicity": 1, "total_charge": 1}

---

{"formula": "C17H14AlBrClO2", "method": "ωB97M-V/def2-TZVPD", "species": ["H", "C", "C", "H", "C", "H", "C", "H", "H", "H", "C", "H", "C", "O", "C", "H", "C", "O", "C", "C", "H", "H", "C", "H", "H", "C", "C", "C", "C", "C", "Cl", "C", "H", "Br", "H", "Al"], "xyz": [[-4.55924, -2.14247, 0.32699], [-0.31452, 3.06929, 2.05075], [-1.67365, -3.12946, -1.24449], [4.99719, -0.32583, -1.17831], [5.42158, 1.45700, 0.08703], [5.51545, 3.64070, 0.51438], [-3.46572, -4.77946, -1.44644], [-3.83273, -5.72761, -1.82057], [4.23839, 1.46957, -3.02445], [-2.44528, 3.44252, 1.53913], [-1.68534, 2.76451, 1.88859], [5.78586, 1.01580, 1.00889], [5.00753, 0.75265, -1.06120], [-0.94497, -0.34203, -0.06855], [-0.61338, 0.84526, 2.50361], [1.40010, 1.77520, 2.62396], [-4.31062, -3.96880, -0.70140], [-3.23440, -0.20397, 0.27956], [-2.52784, -2.29139, -0.49671], [4.77808, 2.98187, -1.48114], [4.55941, 3.92104, -1.97844], [-5.32810, -4.27986, -0.49169], [0.34318, 1.88343, 2.45425], [0.14491, 4.03204, 1.90082], [-0.41835, -0.18650, 2.74428], [4.60973, 1.69499, -2.03031], [-1.86765, 1.39776, 2.16311], [-3.85067, -2.74255, -0.23759], [5.27961, 2.83477, -0.17248], [-2.15832, -4.36474, -1.71577], [-2.03747, 1.64398, -1.25003], [-2.17663, -0.92217, -0.01772], [-1.52247, -5.00458, -2.30932], [0.11015, -2.63003, -1.71554], [-2.79137, 0.85309, 2.06218], [-0.43243, 1.56598, 0.29464]], "nbo_charge": [0.244, -0.394, -0.060, 0.177, -0.367, 0.173, -0.193, 0.210, 0.178, 0.249, -0.352, 0.174, -0.369, -0.890, -0.361, 0.266, -0.238, -0.681, -0.119, -0.371, 0.175, 0.211, -0.365, 0.257, 0.253, -0.364, -0.318, -0.150, -0.369, -0.252, -0.526, 0.759, 0.224, 0.102, 0.284, 1.806], "orbital_gap_ev": 3.291, "multiplicity": 1, "relative_energy_kcal_mol": 90.3, "total_charge": -1}

---

{"formula": "C28H30N2O4", "method": "ωB97M-V/def2-TZVPD", "species": ["H", "C", "C", "C", "C", "H", "C", "H", "C", "H", "H", "H", "C", "C", "C", "H", "H", "C", "C", "C", "C", "H", "H", "H", "H", "C", "C", "H", "C", "O", "H", "C", "O", "C", "C", "C", "H", "H", "H", "H", "H", "C", "C", "H", "H", "O", "C", "C", "H", "C", "C", "H", "N", "H", "O", "H", "C", "H", "C", "H", "H", "N", "H", "H"], "xyz": [[5.96397, 0.72235, 1.87156], [1.39641, -2.10593, 2.29376], [3.31537, -3.50223, 2.88609], [1.38016, 3.51511, -4.78578], [2.07590, 0.04575, 0.86839], [1.25630, -4.01107, 3.28912], [1.65686, 3.74422, -6.27229], [-0.02869, -1.73246, -0.33968], [-2.62865, 0.30486, 1.75391], [0.33085, 5.37566, -4.66720], [1.00149, 1.69175, 0.07304], [-2.32723, -3.23500, -0.88168], [-1.43557, 0.88280, 1.35500], [-4.75327, 0.25249, 3.12803], [-4.52443, -2.86055, 1.01821], [-1.22790, 1.93179, 1.62941], [-5.35357, -3.27700, 1.60853], [-2.91401, -1.03445, 1.34766], [-3.36222, -3.82705, 0.92455], [3.63381, -1.42681, 1.75417], [3.38971, 0.52258, 0.62936], [-3.68186, -4.72638, 0.38944], [6.15107, 0.03924, 0.24229], [3.71008, -4.41999, 3.35269], [2.54890, 4.36354, -6.38393], [-3.62143, 1.09617, 2.54853], [-2.17450, -3.18591, 0.20715], [0.33267, -1.89282, 2.33192], [1.03373, 2.06691, -2.51707], [3.39008, 1.92736, -2.41001], [0.86121, 1.53784, -1.59864], [4.18781, -2.54643, 2.35846], [2.51620, 2.85013, -4.23368], [-0.02143, 2.07939, -3.46618], [-0.42386, 0.14074, 0.69705], [5.73049, -0.14065, 1.23664], [0.80814, 4.26801, -6.71674], [3.65254, 1.40434, 0.04051], [-3.08530, 1.60198, 3.36120], [-5.71274, -0.28310, 1.27966], [-4.89953, -2.64634, 0.00381], [-0.74615, -1.16865, 0.26304], [1.16032, 4.88078, -4.15323], [0.94159, 4.82887, -3.07794], [-3.05275, -4.12587, 1.93366], [-1.11618, 1.57853, -3.32909], [2.24138, -1.21017, 1.63446], [0.89281, 0.66334, 0.43604], [1.80279, 2.78349, -6.77425], [-5.23078, -0.79298, 2.13541], [1.93473, -3.27047, 2.86239], [-5.97156, -1.47431, 2.58549], [4.29456, -0.34463, 1.16844], [6.17619, -1.03481, 1.66518], [0.22417, 2.69272, -4.69555], [-4.39868, -0.24966, 4.03424], [-1.94550, -1.77367, 0.61562], [-1.26522, -3.76517, 0.41355], [2.36043, 2.25693, -2.98025], [5.26613, -2.66403, 2.42075], [2.05446, 5.49104, -4.31301], [-4.12669, -1.59659, 1.62540], [-5.59415, 0.89431, 3.40260], [-4.04945, 1.89015, 1.91979]], "nbo_charge": [0.222, -0.175, -0.199, 0.526, -0.200, 0.221, -0.619, 0.227, -0.112, 0.213, 0.246, 0.224, -0.065, -0.402, -0.203, 0.213, 0.207, 0.305, -0.404, 0.202, 0.186, 0.222, 0.238, 0.226, 0.211, -0.425, -0.414, 0.235, -0.691, -0.725, 0.181, -0.249, -0.547, 0.746, -0.207, -0.411, 0.212, 0.283, 0.223, 0.185, 0.186, -0.114, -0.663, 0.228, 0.203, -0.668, -0.078, 0.117, 0.223, -0.202, -0.220, 0.208, -0.316, 0.218, -0.545, 0.205, -0.109, 0.220, 0.747, 0.218, 0.211, -0.420, 0.222, 0.222], "orbital_gap_ev": 4.528, "multiplicity": 1, "relative_energy_kcal_mol": 50.2}